Entry from OMol25: 3 unconnected molecules or ions with the total composition C4H11N2O3 (ωB97M-V/def2-TZVPD).

The geometry in XYZ format:
```
20
C4H11N2O3 ωB97M-V/def2-TZVPD
O -2.09618 -1.79276 -0.20053
C -1.14874 -0.99536 0.01775
N -0.99581 -0.20201 1.06103
C 1.36953 1.22719 2.25013
O 2.49299 1.64378 2.40723
C -0.05709 -0.87840 -1.08259
C -0.24044 -1.95174 -2.15112
N 1.31947 -1.00852 -0.56633
H -1.75801 -0.39595 1.70591
H 1.12233 0.16183 2.14448
H 0.47523 1.87450 2.19399
H -0.09621 0.13236 -1.50351
H 0.37124 -1.73660 -3.02646
H 0.01935 -2.90970 -1.69926
H -1.28926 -2.05544 -2.44389
H 1.49804 -0.21025 0.03493
H 1.35003 -1.78230 0.09304
H -0.56419 3.23710 -0.38350
H -0.61534 3.89279 0.96488
O -1.15693 3.74951 0.18385
```

## Properties
calculated total energy = -494.2604 hartree
charge = -1
gap between HOMO and LUMO = 7.22 eV
energy above the lowest of the compared OMol25 structures with the same formula, charge and spin = 37.1 kcal per mole

Entry from OMol25: a gas-phase ion, C4H11N2O7S2 (charge -1) (ωB97M-V/def2-TZVPD).

The geometry in XYZ format:
```
26
C4H11N2O7S2 ωB97M-V/def2-TZVPD
C -0.74897 1.26329 1.80976
C -0.75057 1.24263 0.34542
C 0.15806 0.33115 -0.41442
C 0.44767 -1.37068 -0.08090
N -0.71620 -2.14009 -0.01647
N 1.24421 -1.66291 -1.27931
O 1.18389 -1.60141 1.03449
S 1.83242 1.01226 -0.19862
O 1.65672 2.42764 -0.03702
O 2.64027 0.43044 0.92405
O 2.75530 0.88383 -1.53765
S -2.43480 0.53787 -0.36692
O -2.93769 -0.33620 0.66816
O -3.31596 1.70749 -0.51035
O -2.12942 -0.16969 -1.61964
H -0.82580 2.31622 2.17943
H -1.56797 0.78626 2.29159
H 0.21351 0.82577 2.13340
H -0.64527 2.23729 0.03399
H -0.16997 0.37277 -1.48536
H -1.25359 -1.82859 0.80711
H -1.52689 -1.97978 -0.71581
H 1.33323 -2.70236 -1.30915
H 0.56725 -1.52700 -2.05640
H 1.99094 -0.99188 1.05427
H 2.99961 -0.06430 -1.65367
```

## Properties
calculated total energy = -1591.6400 hartree
charge = -1
gap between HOMO and LUMO = 8.85 eV
energy above the lowest of the compared OMol25 structures with the same formula, charge and spin = 29.1 kcal per mole

Entry from OMol25: 2 unconnected molecules or ions with the total composition C4H11N2OS (ωB97M-V/def2-TZVPD).

The geometry in XYZ format:
```
19
C4H11N2OS ωB97M-V/def2-TZVPD
C -2.14165 -0.55406 -0.16238
C -2.24686 0.71498 -1.00338
C -0.90528 1.44300 -1.11789
S -0.42615 2.29792 0.42633
H -1.61228 -1.32970 -0.71357
H -3.12923 -0.92869 0.11304
H -1.57592 -0.32552 0.74005
H -2.65941 0.48549 -1.99496
H -2.94825 1.40824 -0.53240
H -0.93258 2.15858 -1.94493
H -0.12819 0.71882 -1.36964
N 2.00106 0.36642 0.84462
C 2.04037 -0.95091 0.54979
N 2.94867 -1.69798 1.29744
O 1.39623 -1.49487 -0.33426
H 1.14792 0.97126 0.63056
H 2.43811 0.63573 1.71111
H 3.65157 -1.27726 1.87308
H 3.08186 -2.64147 0.98735
```

## Properties
calculated total energy = -742.0251 hartree
charge = -1
gap between HOMO and LUMO = 6.32 eV
energy above the lowest of the compared OMol25 structures with the same formula, charge and spin = 13.7 kcal per mole

Entry from OMol25: a gas-phase ion, C4H11N2OS (charge +1) (ωB97M-V/def2-TZVPD).

The geometry in XYZ format:
```
19
C4H11N2OS ωB97M-V/def2-TZVPD
N -1.84013 -2.68212 0.02968
C -1.36265 -1.65087 1.03911
C -0.51370 -0.48936 0.64730
O -1.11611 0.66151 1.33010
N 1.01880 -0.82948 0.32753
C 1.48177 -0.44153 -1.04870
C 0.73479 0.79162 -1.52370
S 0.94605 2.26834 -0.35730
H -1.56497 -2.47851 -0.94627
H -2.85157 -2.73489 0.08189
H -0.93145 -2.20532 1.78914
H -2.27501 -1.19184 1.39649
H -1.49904 1.10759 0.50698
H 1.62109 -0.51707 1.08210
H 1.23154 -1.22799 -1.80392
H 2.57271 -0.25794 -1.04691
H -0.28767 0.34092 -1.45133
H 0.92519 1.21179 -2.52660
H 0.55931 1.68977 0.80989
```

## Properties
calculated total energy = -741.4960 hartree
charge = +1
gap between HOMO and LUMO = 5.85 eV
energy above the lowest of the compared OMol25 structures with the same formula, charge and spin = 150.8 kcal per mole

Entry from OMol25: a gas-phase ion, C4H11N2OS (charge +1) (ωB97M-V/def2-TZVPD).

The geometry in XYZ format:
```
19
C4H11N2OS ωB97M-V/def2-TZVPD
N 1.56139 -1.17843 -1.20858
C 0.60748 -0.30707 -1.56617
O 0.13306 -0.19314 -2.67638
C 0.04640 0.56504 -0.43766
N -0.74658 1.61852 -1.16333
C -0.88076 -0.24496 0.46136
C -0.16360 -0.82430 1.70943
S 0.56720 0.51676 2.67942
H 1.88982 -1.80981 -1.92390
H 2.07451 -1.13075 -0.34578
H 0.84484 1.05485 0.10446
H -0.24785 1.90746 -2.01042
H -0.91984 2.43471 -0.57504
H -1.64902 1.23477 -1.44786
H -1.27708 -1.08976 -0.09044
H -1.72301 0.31604 0.87445
H -0.90751 -1.34680 2.29780
H 0.55435 -1.58795 1.42593
H 0.23620 0.06482 3.89271
```

## Properties
calculated total energy = -741.7278 hartree
charge = +1
gap between HOMO and LUMO = 9.56 eV
energy above the lowest of the compared OMol25 structures with the same formula, charge and spin = 5.3 kcal per mole

Entry from OMol25: 2 unconnected molecules or ions with the total composition C4H11N2OS (ωB97M-V/def2-TZVPD).

The geometry in XYZ format:
```
19
C4H11N2OS ωB97M-V/def2-TZVPD
C 1.22297 -0.75087 0.11660
C -1.26834 -0.63715 -1.03020
C -1.41386 0.60625 1.27610
C 2.47055 1.59752 -0.67509
N -0.25942 0.29400 -0.73901
N 1.00705 -2.02088 0.46745
O -0.54207 1.19452 0.28620
S 2.70530 -0.02559 0.16111
H -2.00045 0.06780 -1.32701
H -0.83034 -1.37172 -1.84820
H -1.75011 -1.27654 -0.10026
H -1.16936 1.33671 2.02557
H -0.97234 -0.34322 1.60255
H -2.32591 0.71466 0.83364
H 1.39087 1.87409 -0.94377
H 3.05850 1.63778 -1.70470
H 3.03115 2.29514 -0.01842
H 0.06920 -2.38258 0.63528
H 1.65454 -2.75789 0.25500
```

## Properties
calculated total energy = -741.4948 hartree
charge = +1
gap between HOMO and LUMO = 8.85 eV
energy above the lowest of the compared OMol25 structures with the same formula, charge and spin = 151.6 kcal per mole

Entry from OMol25: a gas-phase ion, C4H11N2OSi (charge +1) (ωB97M-V/def2-TZVPD).

The geometry in XYZ format:
```
19
C4H11N2OSi ωB97M-V/def2-TZVPD
C -2.67837 -1.64013 0.64728
N -1.80533 -0.66073 0.84773
C -0.39980 -0.96785 1.18255
C 0.49858 0.14620 1.69547
Si 0.75396 1.52099 0.27226
C 1.33581 0.88672 -1.30574
N 1.85237 1.60195 -2.35193
O 1.07120 -0.40234 -1.60702
H -2.63375 -2.67259 1.07089
H -3.58149 -1.29999 0.12564
H -1.82178 0.26159 0.26158
H -0.18944 -1.66603 0.32904
H -0.53727 -1.62361 2.12825
H 0.13937 0.77499 2.56886
H 1.46303 -0.18095 1.84517
H 1.20450 2.98303 0.34919
H 2.02566 1.03614 -3.21440
H 1.82964 2.56721 -2.39795
H 1.47312 -0.66459 -2.44689
```

## Properties
calculated total energy = -632.8698 hartree
charge = +1
gap between HOMO and LUMO = 4.81 eV
energy above the lowest of the compared OMol25 structures with the same formula, charge and spin = 116.5 kcal per mole

Entry from OMol25: 2 unconnected molecules or ions with the total composition C4H11N2S (ωB97M-V/def2-TZVPD).

The geometry in XYZ format:
```
18
C4H11N2S ωB97M-V/def2-TZVPD
C 2.27958 -0.40508 -0.07840
C 2.24075 0.63104 1.04672
S 0.59214 1.29938 1.35271
H 2.11279 0.10277 -1.03374
H 1.49290 -1.15509 0.00321
H 3.26904 -0.87457 -0.16660
H 2.90217 1.44688 0.73114
H 2.65913 0.20883 1.96346
C -1.91602 -1.34780 0.38999
N -1.03522 0.74138 -1.45724
C -1.37730 -0.54563 -1.76107
N -1.72190 -1.54826 -1.04600
H -1.12639 -1.82418 0.97594
H -2.87300 -1.79862 0.65773
H -1.84068 -0.30339 0.69537
H -0.54524 1.02614 -0.57779
H -1.10434 1.38550 -2.21966
H -1.39462 -0.80322 -2.82551
```

## Properties
calculated total energy = -666.7252 hartree
charge = -1
gap between HOMO and LUMO = 6.72 eV
energy above the lowest of the compared OMol25 structures with the same formula, charge and spin = 13.4 kcal per mole

Entry from OMol25: 2 unconnected molecules or ions with the total composition C4H11N2S (ωB97M-V/def2-TZVPD).

The geometry in XYZ format:
```
18
C4H11N2S ωB97M-V/def2-TZVPD
C -0.06104 1.53264 0.74719
C 1.23301 1.65436 1.58015
C 0.60738 -0.72009 0.72878
C 0.61638 -2.03444 0.04356
N -1.75561 -0.26602 -2.05337
N -0.29934 0.12067 0.35098
S 1.72460 -0.20419 1.82194
H -0.82642 1.91142 1.45126
H 0.03125 2.02596 -0.15283
H 2.03462 2.03116 1.11391
H 1.15700 2.25642 2.45835
H 1.24631 -1.88419 -0.88617
H -0.44900 -2.35399 -0.37078
H 1.17238 -2.90390 0.52593
H -1.46200 -1.22793 -2.40068
H -1.28661 0.44559 -2.54712
H -0.95809 -0.11692 -0.45527
H -2.72482 -0.26654 -1.95583
```

## Properties
calculated total energy = -666.4515 hartree
charge = +1
gap between HOMO and LUMO = 10.31 eV
energy above the lowest of the compared OMol25 structures with the same formula, charge and spin = 10.4 kcal per mole

Entry from OMol25: a gas-phase ion, C4H11N2S (charge +1) (ωB97M-V/def2-TZVPD).

The geometry in XYZ format:
```
18
C4H11N2S ωB97M-V/def2-TZVPD
C -1.24266 0.69897 -0.14935
C 2.10759 -1.08110 0.29126
C 1.22237 0.06304 -0.10181
C -0.08754 0.04533 0.65827
N -1.53409 1.92002 0.12680
N -1.70276 0.04554 -1.17050
S -0.73630 -1.58379 1.33136
H 1.85654 -2.05101 -0.30700
H 3.09243 -0.77953 -0.27222
H 2.09245 -1.21007 1.37507
H 1.70370 0.96794 0.14514
H 1.00110 0.14496 -1.14117
H -0.00421 0.59924 1.69008
H -1.05149 2.35294 0.83609
H -2.25603 2.35351 -0.34998
H -1.24829 -0.75095 -1.30192
H -2.37627 0.49358 -1.77157
H -0.83654 -2.22861 0.11147
```

## Properties
⟨S²⟩ = 2.0072
calculated total energy = -666.2698 hartree
charge = +1
2S+1 = 3
gap between HOMO and LUMO (alpha / beta) = 5.55 / 7.67 eV
energy above the lowest of the compared OMol25 structures with the same formula, charge and spin = 41.2 kcal per mole

Entry from OMol25: 2 unconnected molecules or ions with the total composition C4H11N3 (ωB97M-V/def2-TZVPD).

The geometry in XYZ format:
```
18
C4H11N3 ωB97M-V/def2-TZVPD
C 0.51614 -2.01597 0.92255
C -0.92703 -1.42169 0.77971
C -1.01835 -0.29213 -0.30406
N 0.02034 0.61959 -0.20087
C -0.36653 1.90971 -0.45095
N -1.54125 2.21814 -0.97305
N 0.59833 2.83365 -0.40684
H 1.08881 -1.36901 0.26232
H 0.70969 -3.01972 0.56247
H 0.94976 -1.68681 1.87435
H -1.09500 -0.93268 1.72590
H -1.65604 -2.17250 0.48602
H -1.10604 -0.62307 -1.35882
H -2.02327 0.16189 -0.06641
H 2.72195 0.01267 -0.65929
H 3.36579 0.27058 -0.93377
H -1.70009 3.22421 -0.94564
H 1.46281 2.28316 -0.31363
```

## Properties
calculated total energy = -323.0344 hartree
charge = 0
gap between HOMO and LUMO = 5.10 eV
energy above the lowest of the compared OMol25 structures with the same formula, charge and spin = 170.8 kcal per mole

Entry from OMol25: a single C4H11N3 molecule (ωB97M-V/def2-TZVPD).

The geometry in XYZ format:
```
18
C4H11N3 ωB97M-V/def2-TZVPD
C -0.93191 -1.21089 -1.17695
C 0.29759 -0.82345 -0.42766
N 0.29696 -0.36459 0.87627
C -0.85003 -0.43075 1.75212
C 0.74798 0.61331 -0.23919
N -0.04460 1.69769 -0.59384
N 2.05702 0.94063 0.06030
H -1.25140 -2.21075 -0.87195
H -1.77941 -0.55082 -0.97051
H -0.76140 -1.14759 -2.25566
H 1.23500 -1.29808 -0.85879
H -1.52559 0.41922 1.61087
H -1.39881 -1.36655 1.59185
H -0.49427 -0.46043 2.78549
H -1.02276 1.56156 -0.81223
H 0.38075 2.56410 -0.89744
H 2.56048 0.24416 0.60659
H 2.48440 1.82319 -0.17927
```

## Properties
calculated total energy = -323.1889 hartree
charge = 0
gap between HOMO and LUMO = 8.10 eV
energy above the lowest of the compared OMol25 structures with the same formula, charge and spin = 73.8 kcal per mole

Entry from OMol25: a single C4H11N3 molecule (ωB97M-V/def2-TZVPD).

The geometry in XYZ format:
```
18
C4H11N3 ωB97M-V/def2-TZVPD
N -1.83334 1.76439 -1.03738
C -1.41674 0.51759 -0.31268
C -0.39726 -0.37460 -0.65338
N 0.45453 0.07760 -1.69419
C 0.15539 -1.40038 0.36739
C 0.72152 -0.84228 1.67944
N 1.91426 0.00788 1.32864
H -0.98269 2.38548 -1.07763
H -2.60597 2.33167 -0.67917
H -1.96146 0.28770 0.65553
H 1.44698 -0.23879 -1.75783
H 0.08926 0.66500 -2.48990
H -0.70599 -2.06125 0.77843
H 0.86490 -2.13201 -0.19943
H 0.24228 -0.13796 2.45327
H 0.93450 -1.74053 2.19729
H 2.71137 -0.52653 1.47805
H 1.84118 0.81616 1.97729
```

## Properties
calculated total energy = -323.1900 hartree
charge = 0
gap between HOMO and LUMO = 7.94 eV
energy above the lowest of the compared OMol25 structures with the same formula, charge and spin = 73.1 kcal per mole